A cluster of 2 separate species, C2H3BrO2 in total at a distorted geometry, computed with ωB97M-V/def2-TZVPD.

The calculation puts the orbital gap at 10.748 eV. The total energy comes out at -76254.021 eV. Its LUMO energy is 0.35 eV. Its energy relative to the best compared isomer or geometry (same formula, charge and spin) is 144.27 kcal/mol.

The geometry in XYZ format:
```
8
Properties=species:S:1:pos:R:3:forces:R:3
C -0.9747 0.3610 0.2129 -1.6145 3.5276 -1.0759
C 0.2514 -0.5717 0.2521 -2.6648 0.2844 2.8957
O -2.1981 -0.0152 -0.4284 1.4075 -0.3591 -2.7789
O -2.1109 0.0690 0.9495 1.1696 0.5835 3.0693
Br 1.3575 0.0656 1.7615 -0.1351 -0.1669 -0.8504
H -0.8097 1.9365 -0.0816 -0.0449 -4.7359 1.0995
H 0.6725 -0.4933 -0.6900 1.5190 -0.1932 -1.5022
H -0.0867 -1.5902 0.5955 0.3632 1.0596 -0.8571
```
Forces are in eV/Å.

For each atom in turn, the Mulliken charge in e is:
1 C 0.1150
2 C -0.4658
3 O -0.2352
4 O -0.2153
5 Br -0.1182
6 H 0.2733
7 H 0.3379
8 H 0.3082

---

A cluster of 2 separate species, C2H3BrOS in total at a distorted geometry, computed with ωB97M-V/def2-TZVPD.

The calculation puts the orbital gap (alpha / beta) at 6.291 / 6.390 eV. The total energy comes out at -85041.767 eV. Its LUMO energy (alpha / beta) is -2.44 / -2.37 eV. Its energy relative to the best compared isomer or geometry (same formula, charge and spin) is 131.09 kcal/mol.

The geometry in XYZ format:
```
8
Properties=species:S:1:pos:R:3:forces:R:3
C -0.0812 -0.8495 1.0920 -0.5102 -2.7675 1.7402
C 0.1495 1.1657 -0.2616 0.7614 -1.3987 1.6643
O -0.3889 0.2901 0.8092 -1.4139 2.0807 -1.4048
S -1.8429 -2.8618 -0.5707 0.0721 0.1092 0.1095
Br 1.3887 -1.6636 0.1383 0.8914 -0.3447 -0.6899
H 0.9606 0.5848 -0.6575 0.5147 0.4305 -0.4940
H 0.4045 1.9292 0.4158 0.8301 1.7007 -0.2703
H -0.5903 1.4050 -0.9656 -1.1456 0.1899 -0.6551
```
Forces are in eV/Å.

For each atom in turn, the Mulliken charge in e is:
1 C -0.0126
2 C -0.5084
3 O -0.0356
4 S -0.0176
5 Br -0.1944
6 H 0.3033
7 H 0.2440
8 H 0.2213

---

- What is the energy relative to the best compared isomer or geometry (same formula, charge and spin) in the second record?
  131.09 kcal/mol

---

- Which value of energy relative to the best compared isomer or geometry (same formula, charge and spin) does entry 1 give?
  144.27 kcal/mol